Record 1
# C30H45F5N6O21

11 unconnected molecules or ions with the total composition C30H45F5N6O21 in a non-equilibrium geometry (ωB97M-V with the def2-TZVPD basis set, the Open Molecules 2025 dataset).

```
107
Properties=species:S:1:pos:R:3:lowdin_charge:R:1
O 3.371 -6.831 1.575 0.17
C 3.646 -5.719 1.914 -0.53
O 2.759 -4.774 2.333 0.06
C 3.441 -3.546 2.525 -0.09
C 4.899 -3.857 2.330 -0.30
F 5.508 -3.652 3.559 0.05
O 4.902 -5.224 2.030 0.14
H 3.073 -2.716 1.817 0.13
H 3.188 -3.364 3.558 0.14
H 5.398 -3.390 1.551 0.13
O -4.350 -0.516 -3.628 0.16
C -3.799 -0.143 -2.631 -0.55
O -3.647 -0.899 -1.554 0.06
C -3.361 0.025 -0.444 0.00
C -2.652 1.177 -1.156 -0.27
F -1.273 1.077 -1.299 0.04
O -3.267 1.097 -2.407 0.11
H -4.259 0.416 0.012 0.14
H -2.733 -0.455 0.232 0.11
H -2.933 2.177 -0.814 0.17
O 0.611 4.273 0.912 0.17
C -0.268 4.337 1.697 -0.53
O -0.044 4.498 3.012 0.07
C -1.301 4.538 3.681 -0.03
C -2.380 4.366 2.552 -0.27
F -3.109 5.512 2.387 0.06
O -1.616 4.199 1.379 0.12
H -1.276 3.821 4.471 0.12
H -1.347 5.549 4.061 0.14
H -3.044 3.533 2.669 0.16
O 4.907 2.848 3.956 0.17
C 4.768 3.562 3.032 -0.54
O 3.577 3.965 2.598 0.08
C 3.686 4.757 1.425 -0.06
C 5.173 4.856 1.147 -0.22
F 5.684 6.163 1.290 0.02
O 5.788 4.099 2.220 0.11
H 3.105 4.245 0.675 0.10
H 3.278 5.741 1.443 0.14
H 5.495 4.482 0.150 0.17
O -1.066 1.550 3.365 0.19
C 0.045 1.392 3.037 -0.64
O 0.981 1.514 3.944 0.11
C 2.207 0.915 3.368 0.02
C 1.851 0.458 1.954 -0.23
F 1.789 -0.915 1.758 0.03
O 0.550 1.056 1.846 0.13
H 2.946 1.750 3.310 0.12
H 2.477 0.049 3.914 0.13
H 2.521 0.776 1.197 0.13
C 1.693 2.732 -1.699 0.03
N 3.151 2.553 -1.532 -0.44
O 3.901 3.045 -2.333 0.08
O 3.580 1.847 -0.635 0.03
H 1.353 2.300 -2.603 0.07
H 1.577 3.772 -1.810 0.06
H 1.107 2.339 -0.817 0.11
C -5.730 -3.566 2.227 0.04
N -4.485 -3.018 1.704 -0.45
O -3.714 -2.458 2.459 0.07
O -4.251 -3.246 0.559 0.05
H -5.990 -4.384 1.557 0.08
H -6.416 -2.761 2.192 0.08
H -5.509 -4.067 3.171 0.11
C 6.677 0.012 2.893 0.05
N 5.719 -0.681 2.025 -0.43
O 4.635 -1.004 2.494 0.04
O 6.045 -0.773 0.879 0.11
H 7.712 -0.220 2.603 0.11
H 6.557 -0.362 3.910 0.10
H 6.361 1.101 2.841 0.11
C -0.518 1.842 -7.159 -0.13
C -0.317 2.934 -6.165 -0.23
C -1.047 2.535 -4.785 -0.17
C -0.851 3.563 -3.825 -0.27
N -0.581 4.370 -3.045 0.17
H -0.391 2.135 -8.229 0.09
H -1.558 1.418 -7.127 0.09
H 0.157 1.056 -6.859 0.07
H -0.712 3.907 -6.481 0.11
H 0.721 3.040 -6.015 0.09
H -0.691 1.614 -4.370 0.10
H -2.174 2.483 -4.864 0.14
C 0.788 -4.380 -1.679 -0.10
C 0.741 -3.453 -0.437 -0.24
C -0.053 -2.148 -0.609 -0.20
C 0.486 -1.401 -1.727 -0.27
N 1.034 -1.014 -2.669 0.16
H 0.676 -5.454 -1.526 0.07
H 1.669 -4.114 -2.277 0.07
H -0.048 -4.143 -2.378 0.08
H 1.765 -3.116 -0.204 0.09
H 0.345 -4.025 0.465 0.13
H -0.050 -1.416 0.253 0.12
H -1.073 -2.362 -0.958 0.12
C -6.725 -5.148 -1.121 -0.09
C -5.799 -4.238 -1.908 -0.26
C -6.330 -2.863 -2.300 -0.16
C -6.571 -1.996 -1.120 -0.21
N -6.750 -1.450 -0.128 0.16
H -7.593 -5.369 -1.705 0.07
H -7.139 -4.660 -0.262 0.05
H -6.097 -5.926 -0.894 0.05
H -5.473 -4.770 -2.821 0.12
H -4.880 -4.129 -1.343 0.08
H -7.246 -2.969 -2.858 0.11
H -5.588 -2.287 -2.910 0.10
```

Output
Highest occupied orbital energy   -11.1508 eV
Gap between HOMO and LUMO   10.932 eV
Maximum force   3.4 eV/A
Charge   0
SMILES   O=C1OC[C@@H](F)O1.O=C1OC[C@@H](F)O1.O=C1OC[C@@H](F)O1.O=C1OC[C@@H](F)O1.O=C1OC[C@@H](F)O1.C[N+](=O)[O-].C[N+](=O)[O-].C[N+](=O)[O-].CCCC#N.CCCC#N.CCCC#N



Record 2
# C30H45GeN4PdS3

A molecular structure, C30H45GeN4PdS3 (ωB97M-V with the def2-TZVPD basis set, the Open Molecules 2025 dataset).

```
84
Properties=species:S:1:pos:R:3:lowdin_charge:R:1
Pd -0.664 -0.032 -0.103 0.25
S -1.507 1.411 -1.691 0.75
C -0.109 1.885 -2.555 -0.60
N -0.159 2.414 -3.738 -0.04
C 1.082 2.867 -4.402 -0.05
C 2.022 3.427 -3.377 -0.05
N 2.225 2.434 -2.303 -0.04
C 3.609 2.361 -1.747 -0.08
C 4.559 1.862 -2.800 -0.24
C 4.467 0.548 -3.252 -0.04
C 5.330 0.092 -4.234 -0.05
C 6.292 0.946 -4.762 -0.04
C 6.391 2.253 -4.310 -0.04
C 5.521 2.715 -3.330 -0.04
C 1.237 1.699 -1.911 -0.58
S 1.415 0.500 -0.685 0.74
C -1.419 2.549 -4.533 -0.08
C -1.184 2.137 -5.956 -0.26
C -0.861 0.813 -6.249 -0.05
C -0.626 0.432 -7.560 -0.05
C -0.722 1.370 -8.582 -0.04
C -1.055 2.685 -8.295 -0.04
C -1.281 3.071 -6.980 -0.03
H 0.809 3.625 -5.133 0.15
H 1.517 2.024 -4.943 0.16
H 1.645 4.346 -2.919 0.16
H 2.993 3.621 -3.828 0.14
H 3.583 1.722 -0.867 0.09
H 3.858 3.375 -1.433 0.15
H 3.736 -0.130 -2.821 0.10
H 5.269 -0.931 -4.578 0.12
H 6.974 0.586 -5.521 0.12
H 7.148 2.912 -4.711 0.12
H 5.610 3.732 -2.966 0.12
H -1.717 3.597 -4.464 0.15
H -2.176 1.942 -4.040 0.08
H -0.809 0.075 -5.455 0.12
H -0.381 -0.596 -7.791 0.12
H -0.547 1.069 -9.606 0.12
H -1.142 3.410 -9.092 0.12
H -1.551 4.097 -6.758 0.12
C 0.297 6.007 0.715 -0.09
C 0.009 4.823 1.629 -0.27
C 0.903 3.630 1.310 -0.29
C 0.768 2.451 2.269 -0.32
Ge -0.926 1.504 2.268 1.03
C -2.672 2.055 1.560 -0.35
C -3.469 2.368 2.837 -0.28
C -2.721 3.355 3.728 -0.29
C -3.383 3.582 5.078 -0.07
H -0.382 6.835 0.907 0.09
H 0.177 5.726 -0.336 0.07
H 1.315 6.373 0.853 0.09
H -1.043 4.541 1.536 0.08
H 0.157 5.114 2.673 0.13
H 1.946 3.959 1.335 0.13
H 0.712 3.299 0.284 0.07
H 0.893 2.769 3.310 0.09
H 1.532 1.686 2.105 0.05
H -1.149 0.523 3.420 0.00
H -3.167 1.317 0.930 0.03
H -2.520 2.945 0.950 0.06
H -3.669 1.447 3.395 0.11
H -4.445 2.776 2.566 0.13
H -2.595 4.301 3.194 0.11
H -1.681 2.997 3.913 0.08
H -4.386 3.985 4.939 0.09
H -2.820 4.290 5.683 0.09
H -3.468 2.650 5.637 0.09
S 0.077 -1.565 1.517 0.72
C -1.415 -2.225 0.940 -0.73
N -2.402 -1.252 0.715 -0.08
C -3.709 -1.665 0.117 -0.13
C -3.496 -2.830 -0.826 -0.14
C -2.818 -3.970 -0.088 -0.09
N -1.592 -3.454 0.566 0.09
H -2.542 -0.703 1.559 0.09
H -4.130 -0.794 -0.382 0.13
H -4.374 -1.954 0.932 0.15
H -2.901 -2.534 -1.693 0.13
H -4.464 -3.164 -1.197 0.14
H -2.500 -4.754 -0.772 0.14
H -3.459 -4.415 0.672 0.15
H -0.805 -4.083 0.682 0.17
```

Output
Highest occupied orbital energy   -15.9844 eV
Gap between HOMO and LUMO   6.127 eV
Maximum force   0.4 eV/A
Charge   +3